ORCA calculation (ωB97M-V/def2-TZVPD) on a single C5F5NOS molecule in a non-equilibrium geometry.

Each line ends with the natural charge from an NBO analysis.
Geometry (Å):
C  -0.74941  1.18859  0.50799  0.46
C  -1.62979  0.58219  1.34132  0.15
C  1.22830  0.17100  -1.11807  0.47
C  1.65811  -0.81306  -0.23952  0.44
C  -0.82219  -0.75857  -0.53250  0.48
N  -0.42045  0.47153  -0.57741  -0.47
O  1.48013  0.58884  -2.21739  -0.53
F  -0.24791  2.41530  0.54811  -0.27
F  -2.14476  1.02628  2.45946  -0.27
F  1.21001  -0.88115  1.00015  -0.33
F  2.93920  -1.25625  -0.43064  -0.31
F  -0.68144  -1.60701  -1.55209  -0.27
S  -1.81980  -1.12769  0.81059  0.43

The energy comes out at -33140.4910 eV. For the relative energy (zero: lowest compared OMol25 entry of this formula, charge and spin), the calculation gives 0.283 eV. The HOMO-LUMO gap (alpha / beta) comes out at 0.27975 / 0.27979 hartree. The calculation puts the HOMO energy (alpha / beta) at -8.2 / -8.2 eV. Its strongest force on any atom is 0.0436 Eh/bohr.

ORCA calculation (ωB97M-V/def2-TZVPD) on a molecular structure, C5H10 in a non-equilibrium geometry.

Each line ends with the natural charge from an NBO analysis.
Geometry (Å):
C  -2.26794  0.59832  -0.12206  -0.58
C  -1.31770  -0.66555  0.06066  -0.45
C  0.08115  -0.26311  0.39949  -0.14
C  1.07517  -0.13103  -0.37195  -0.21
C  2.53057  0.24468  -0.03545  -0.58
H  -2.18473  1.35059  0.95987  0.18
H  -3.31468  0.41945  -0.34910  0.21
H  -1.86060  1.28896  -0.83927  0.21
H  -1.36627  -1.13585  -1.04077  0.20
H  -1.84286  -1.58630  0.69008  0.23
H  0.30773  0.19579  1.63061  0.17
H  1.02366  -0.30771  -1.25360  0.17
H  3.18149  -0.60005  -0.23443  0.22
H  2.72159  0.48594  1.34288  0.16
H  2.72714  1.18927  -0.49040  0.21

The energy comes out at -5342.6546 eV. For the relative energy (zero: lowest compared OMol25 entry of this formula, charge and spin), the calculation gives 4.611 eV. The HOMO-LUMO gap comes out at 0.40196 hartree. The calculation puts the HOMO energy at -9.7 eV. Its strongest force on any atom is 0.2201 Eh/bohr.

ORCA calculation (ωB97M-V/def2-TZVPD) on 2 unconnected molecules or ions with the total composition C5H10 in a non-equilibrium geometry.

Each line ends with the natural charge from an NBO analysis.
Geometry (Å):
C  0.52565  1.16601  -1.03737  -0.29
C  1.20698  -0.02758  -0.42504  -0.26
C  -0.30103  0.39120  0.05033  -0.23
C  -0.52358  -0.29509  1.33385  -0.24
C  -1.99817  -0.82508  1.47758  -0.69
H  3.53339  1.05698  -2.97931  0.01
H  2.99915  0.66205  -2.65035  -0.01
H  -0.19316  1.22350  -1.87249  0.20
H  1.92259  0.21008  0.32483  0.22
H  1.27952  -1.08511  -0.70205  0.21
H  -1.19191  -0.04531  -0.43414  0.22
H  -0.34003  0.39589  2.14869  0.21
H  -1.71635  -0.75007  2.55125  0.24
H  -2.83300  -0.26737  1.04843  0.21
H  -2.37006  -1.81010  1.16579  0.22

The energy comes out at -5338.1172 eV. For the relative energy (zero: lowest compared OMol25 entry of this formula, charge and spin), the calculation gives 9.149 eV. The HOMO-LUMO gap comes out at 0.24529 hartree. The calculation puts the HOMO energy at -7.4 eV. Its strongest force on any atom is 0.0980 Eh/bohr.